[1]
Density functional theory data (ωB97M-V/def2-TZVPD) for an isolated ion of composition C5H13N2O and charge +1 at a distorted geometry.

Element x y z (Å)
C (0.34, 1.76, 2.59)
N (0.62, 1.21, 1.48)
C (1.01, -0.24, 1.46)
C (0.05, -0.86, 0.51)
C (0.29, -0.37, -0.92)
N (-0.32, 1.04, -1.14)
C (-0.39, -1.25, -1.94)
O (-1.75, -1.26, -1.56)
H (0.30, 2.85, 2.44)
H (0.21, 1.28, 3.54)
H (0.98, -0.57, 2.50)
H (2.05, -0.25, 1.13)
H (-0.98, -0.70, 0.84)
H (0.10, -1.95, 0.42)
H (1.35, -0.08, -0.98)
H (-1.29, 0.90, -1.45)
H (-0.21, 1.46, -0.17)
H (0.29, 1.67, -1.66)
H (-0.18, -0.85, -2.94)
H (-0.07, -2.32, -1.93)
H (-2.39, -1.49, -2.23)

Summary:
**Total charge**: +1
**HOMO-LUMO gap**: 11.05 eV
**Max |F|**: 2.3 eV Å⁻¹
**Energy relative to the best compared isomer or geometry (same formula, charge and spin)**: 204.9 kJ/mol
**Lowest unoccupied orbital energy**: -2.89 eV
**DFT total energy**: -382.7836 Eh

---

[2]
Density functional theory data (ωB97M-V/def2-TZVPD) for an isolated ion of composition C5H13N2O and charge +1.

Element x y z (Å)
C (1.16, 2.12, 0.10)
N (-0.20, 1.72, -0.27)
C (-0.89, 0.96, 0.79)
C (-0.32, -0.44, 0.96)
C (-0.56, -1.32, -0.27)
N (0.22, -0.80, -1.42)
C (-0.13, -2.73, 0.04)
O (0.88, -3.20, -0.39)
H (1.59, 2.73, -0.70)
H (1.84, 1.28, 0.22)
H (1.22, 2.68, 1.04)
H (-0.73, 2.56, -0.43)
H (-0.97, 1.47, 1.74)
H (-1.93, 0.83, 0.49)
H (0.76, -0.43, 1.11)
H (-0.71, -0.94, 1.84)
H (-1.60, -1.27, -0.61)
H (0.00, 0.23, -1.45)
H (1.23, -0.87, -1.28)
H (-0.05, -1.29, -2.27)
H (-0.80, -3.27, 0.74)

Summary:
**Total charge**: +1
**HOMO-LUMO gap**: 10.79 eV
**Max |F|**: 0.8 eV Å⁻¹
**Energy relative to the best compared isomer or geometry (same formula, charge and spin)**: 133.4 kJ/mol
**Lowest unoccupied orbital energy**: -3.14 eV
**DFT total energy**: -382.8108 Eh

---

[3]
Density functional theory data (ωB97M-V/def2-TZVPD) for a 2-piece molecular cluster, C5H13N2O overall at a distorted geometry.

Element x y z (Å)
C (-0.79, -0.37, -1.68)
C (-1.71, -0.15, -0.39)
C (-1.12, -0.41, 0.92)
C (-1.35, -1.48, 1.76)
C (0.46, 0.71, 2.30)
N (0.10, 0.35, 1.11)
N (0.59, 0.10, -1.60)
H (-0.96, -1.46, -1.84)
H (-1.39, 0.00, -2.48)
H (-2.62, -0.63, -0.73)
H (-1.88, 0.94, -0.54)
H (-2.17, -2.28, 1.70)
H (-0.87, -1.78, 2.73)
H (0.08, 0.52, 3.31)
H (1.43, 1.25, 2.26)
H (0.76, 0.93, -2.10)
H (0.83, 0.11, -0.50)
H (1.28, -0.58, -2.08)
H (2.98, 1.49, 0.11)
H (3.45, 1.66, -1.48)
O (2.92, 1.08, -0.75)

Summary:
**Total charge**: +1
**HOMO-LUMO gap**: 9.74 eV
**Max |F|**: 4.1 eV Å⁻¹
**Energy relative to the best compared isomer or geometry (same formula, charge and spin)**: 339.8 kJ/mol
**Lowest unoccupied orbital energy**: -3.18 eV
**DFT total energy**: -382.7322 Eh

---

[4]
Density functional theory data (ωB97M-V/def2-TZVPD) for a 2-piece molecular cluster, C5H13N2O2P overall at a distorted geometry.

Element x y z (Å)
C (3.30, -1.89, -3.08)
C (-0.16, 0.95, 3.86)
C (-1.12, 1.77, -0.26)
C (-2.16, 0.09, -1.65)
C (-0.52, 0.30, 2.48)
N (2.69, -1.21, -3.95)
N (-1.24, 0.56, -0.61)
O (-0.31, -1.78, 0.61)
O (0.49, 0.50, 1.45)
P (0.44, -0.61, 0.15)
H (3.42, -1.68, -2.01)
H (3.81, -2.83, -3.33)
H (-0.53, 2.01, 4.04)
H (-0.42, 0.17, 4.65)
H (0.85, 1.17, 3.98)
H (-0.28, 1.92, 0.43)
H (2.54, -1.89, -4.71)
H (-1.58, 2.64, -0.82)
H (-1.46, -0.28, -2.46)
H (-2.83, -0.61, -1.27)
H (-2.85, 0.89, -2.07)
H (-1.45, 0.67, 2.01)
H (-0.62, -0.86, 2.56)

Summary:
**HOMO-LUMO gap**: 9.44 eV
**Max |F|**: 3.0 eV Å⁻¹
**Energy relative to the best compared isomer or geometry (same formula, charge and spin)**: 380.9 kJ/mol
**Lowest unoccupied orbital energy**: 0.45 eV
**DFT total energy**: -799.5815 Eh

---

[5]
Density functional theory data (ωB97M-V/def2-TZVPD) for a 2-piece molecular cluster, C5H13N2O3 overall at a distorted geometry.

Element x y z (Å)
C (2.70, -0.41, 0.95)
C (0.23, -0.46, -2.10)
C (-2.93, 0.95, -0.08)
C (1.88, 0.85, 1.38)
C (-1.23, -0.65, -0.26)
N (-0.66, -1.77, 0.15)
N (0.54, 0.77, 0.84)
O (2.18, -1.43, 0.60)
O (-0.93, -0.06, -1.34)
O (-2.30, -0.27, 0.41)
H (3.72, -0.37, 1.10)
H (-0.20, -1.07, -2.86)
H (0.71, -1.19, -1.39)
H (0.88, 0.34, -2.61)
H (-2.06, 1.64, -0.25)
H (-3.61, 1.35, 0.74)
H (-3.52, 0.77, -1.04)
H (1.96, 0.67, 2.54)
H (2.36, 1.81, 1.06)
H (-0.92, -2.16, 1.16)
H (0.38, -1.86, 0.00)
H (0.80, 0.98, -0.24)
H (0.02, 1.58, 1.24)

Summary:
**Total charge**: +1
**HOMO-LUMO gap**: 10.98 eV
**Max |F|**: 3.5 eV Å⁻¹
**Energy relative to the best compared isomer or geometry (same formula, charge and spin)**: 338.8 kJ/mol
**Lowest unoccupied orbital energy**: -2.84 eV
**DFT total energy**: -533.2260 Eh

---

[6]
Density functional theory data (ωB97M-V/def2-TZVPD) for one molecule with the formula C5H13N2OPS2 at a distorted geometry.

Element x y z (Å)
H (-3.68, -1.89, -1.10)
N (-3.49, -1.78, -0.02)
C (-2.57, -1.02, 0.24)
C (-1.97, -0.68, 1.53)
S (-1.76, 0.03, -1.18)
P (-0.14, -1.28, -1.57)
N (-0.79, -2.89, -1.38)
O (0.53, -0.95, -2.84)
S (1.27, -1.01, -0.04)
C (1.73, 0.73, -0.34)
C (1.52, 1.62, 0.88)
C (2.37, 2.99, 0.64)
H (-2.24, -1.44, 2.29)
H (-2.47, 0.30, 1.94)
H (-0.88, -0.37, 1.44)
H (0.06, -3.39, -1.29)
H (-1.42, -3.05, -2.12)
H (1.15, 1.03, -1.15)
H (2.77, 0.53, -0.66)
H (0.55, 1.85, 1.19)
H (1.87, 0.96, 1.77)
H (1.67, 3.79, 0.55)
H (2.98, 3.05, 1.48)
H (2.92, 2.87, -0.27)

Summary:
**HOMO-LUMO gap**: 9.66 eV
**Max |F|**: 4.4 eV Å⁻¹
**Energy relative to the best compared isomer or geometry (same formula, charge and spin)**: 0.0 kJ/mol
**Lowest unoccupied orbital energy**: 0.51 eV
**DFT total energy**: -1520.8078 Eh

---

[7]
Density functional theory data (ωB97M-V/def2-TZVPD) for a 2-piece molecular cluster, C5H13N2P overall at a distorted geometry.

Element x y z (Å)
C (0.85, -0.76, -0.23)
C (2.65, 0.40, 0.64)
C (1.36, 1.41, -1.21)
C (-2.44, -0.66, -0.84)
C (-1.82, 0.15, 1.35)
N (1.58, 0.30, -0.35)
N (-1.65, 0.23, -0.06)
P (0.97, -2.35, 0.15)
H (2.26, 0.59, 1.61)
H (3.20, -0.54, 0.79)
H (3.40, 1.03, 0.30)
H (1.59, 2.38, -0.85)
H (1.74, 1.24, -2.18)
H (0.33, 1.59, -1.39)
H (-3.46, -0.79, -0.48)
H (-2.48, -0.64, -1.92)
H (-2.06, -1.62, -0.59)
H (-1.15, 1.01, 1.69)
H (-2.88, 0.33, 1.55)
H (-1.41, -0.78, 1.73)
H (-0.57, -2.51, 0.31)

Summary:
**HOMO-LUMO gap (alpha / beta)**: 7.18 / 8.39 eV
**Max |F|**: 2.4 eV Å⁻¹
**Energy relative to the best compared isomer or geometry (same formula, charge and spin)**: 486.3 kJ/mol
**Lowest unoccupied orbital energy (alpha / beta)**: 0.41 / 0.27 eV
**DFT total energy**: -648.9471 Eh

---

[8]
Density functional theory data (ωB97M-V/def2-TZVPD) for a 2-piece molecular cluster, C5H13N2S overall at a distorted geometry.

Element x y z (Å)
C (-1.11, 0.50, 0.29)
N (-0.21, -0.62, 0.29)
C (1.21, -0.19, 0.01)
C (2.18, -1.54, 0.02)
S (3.84, -1.14, -0.37)
C (1.65, 0.61, 1.20)
C (-2.22, 0.24, -0.62)
N (-1.71, -0.11, -1.84)
H (-0.68, 1.44, -0.24)
H (-1.43, 0.61, 1.26)
H (-0.69, -1.26, -0.31)
H (1.20, 0.23, -0.98)
H (1.69, -2.31, -0.53)
H (2.07, -1.85, 0.99)
H (2.75, 0.63, 1.04)
H (1.15, 1.57, 1.34)
H (1.81, 0.05, 2.15)
H (-3.01, -0.36, -0.05)
H (-3.38, 1.87, -0.37)
H (-2.32, 0.36, -2.54)
H (-2.79, 1.26, -0.74)

Summary:
**Total charge**: -1
**HOMO-LUMO gap**: 3.29 eV
**Max |F|**: 7.0 eV Å⁻¹
**Energy relative to the best compared isomer or geometry (same formula, charge and spin)**: 700.9 kJ/mol
**Lowest unoccupied orbital energy**: 1.07 eV
**DFT total energy**: -705.7713 Eh

---

[9]
Density functional theory data (ωB97M-V/def2-TZVPD) for a 2-piece molecular cluster, C5H13N3 overall at a distorted geometry.

Element x y z (Å)
C (0.10, 2.23, 0.00)
C (0.64, 0.84, 0.29)
C (-0.48, -0.11, 0.86)
C (-1.25, -0.83, -0.17)
N (1.20, -2.55, -1.80)
C (0.54, -2.32, -0.65)
N (-0.66, -1.82, -0.75)
N (1.82, 0.78, 1.16)
H (-0.94, 2.18, -0.29)
H (0.21, 2.91, 0.85)
H (0.79, 2.66, -0.72)
H (0.81, 0.32, -0.66)
H (0.05, -0.81, 1.51)
H (-1.14, 0.42, 1.56)
H (-2.75, 1.00, 0.58)
H (-2.30, -0.97, -0.39)
H (0.65, -2.41, -2.64)
H (1.70, -3.42, -1.85)
H (-3.43, 1.24, 0.79)
H (1.76, -0.06, 1.71)
H (2.67, 0.71, 0.62)

Summary:
**HOMO-LUMO gap**: 8.37 eV
**Max |F|**: 2.5 eV Å⁻¹
**Energy relative to the best compared isomer or geometry (same formula, charge and spin)**: 376.6 kJ/mol
**Lowest unoccupied orbital energy**: 0.38 eV
**DFT total energy**: -362.4388 Eh

---

[10]
Density functional theory data (ωB97M-V/def2-TZVPD) for C5H13N3 as an isolated structure at a distorted geometry.

Element x y z (Å)
C (3.14, -0.66, 0.80)
N (1.79, -0.14, 0.58)
C (1.26, -0.54, -0.69)
N (1.57, 0.25, -1.80)
H (1.83, 0.88, 0.60)
H (1.54, -0.28, -2.67)
H (1.19, -1.63, -0.77)
H (3.09, -1.75, 0.86)
H (3.51, -0.29, 1.76)
H (3.84, -0.38, 0.01)
C (-0.13, 0.16, -1.04)
C (-2.63, 1.04, 1.20)
C (-2.46, -0.09, 0.25)
N (-3.27, -0.76, -0.42)
H (-4.24, -0.44, -0.40)
H (-2.06, 1.90, 0.85)
H (-3.68, 1.32, 1.29)
H (-0.72, -0.24, -1.85)
H (-1.12, -0.32, -0.03)
H (-0.20, 1.20, -0.72)
H (-2.23, 0.77, 2.18)

Summary:
**HOMO-LUMO gap**: 8.90 eV
**Max |F|**: 4.7 eV Å⁻¹
**Energy relative to the best compared isomer or geometry (same formula, charge and spin)**: 457.6 kJ/mol
**Lowest unoccupied orbital energy**: 0.85 eV
**DFT total energy**: -362.4080 Eh

---

[11]
Density functional theory data (ωB97M-V/def2-TZVPD) for a 2-piece molecular cluster, C5H13N3 overall at a distorted geometry.

Element x y z (Å)
C (-0.11, -1.30, -0.08)
C (0.77, 0.01, 2.24)
C (2.28, 0.22, -0.71)
C (-2.32, -0.08, -1.49)
N (-0.59, -0.09, 0.34)
N (0.12, 0.67, 1.14)
C (-1.47, 0.69, -0.53)
N (-1.52, 1.94, -0.47)
H (-0.86, 2.30, 0.23)
H (0.25, -1.96, 0.69)
H (-0.70, -1.82, -0.81)
H (1.35, -0.70, -0.55)
H (1.52, -0.73, 1.94)
H (0.04, -0.50, 2.88)
H (1.27, 0.78, 2.82)
H (2.78, 0.56, 0.19)
H (1.78, 1.04, -1.20)
H (2.99, -0.25, -1.39)
H (-1.72, -0.50, -2.30)
H (-3.02, 0.62, -1.94)
H (-2.86, -0.89, -1.00)

Summary:
**HOMO-LUMO gap (alpha / beta)**: 7.86 / 7.76 eV
**Max |F|**: 3.3 eV Å⁻¹
**Energy relative to the best compared isomer or geometry (same formula, charge and spin)**: 427.2 kJ/mol
**Lowest unoccupied orbital energy (alpha / beta)**: -0.18 / -0.06 eV
**DFT total energy**: -362.4196 Eh

---

[12]
Density functional theory data (ωB97M-V/def2-TZVPD) for one molecule with the formula C5H13N3.

Element x y z (Å)
C (-1.27, -1.53, 1.37)
C (-0.34, -0.38, 0.93)
N (-0.05, 0.58, 1.98)
C (-0.89, 0.36, -0.27)
C (-0.48, -0.27, -1.62)
N (0.74, 0.08, -2.33)
C (1.76, 0.74, -1.93)
N (2.20, 1.17, -0.70)
H (-2.23, -1.13, 1.73)
H (-0.79, -2.10, 2.17)
H (-1.45, -2.20, 0.54)
H (0.63, -0.81, 0.64)
H (0.44, 0.16, 2.75)
H (-0.91, 0.99, 2.35)
H (-0.61, 1.40, -0.24)
H (-1.98, 0.35, -0.22)
H (-0.51, -1.34, -1.54)
H (-1.27, -0.09, -2.33)
H (2.49, 0.93, -2.69)
H (1.60, 1.21, 0.11)
H (2.91, 1.88, -0.69)

Summary:
**HOMO-LUMO gap**: 9.77 eV
**Max |F|**: 0.9 eV Å⁻¹
**Energy relative to the best compared isomer or geometry (same formula, charge and spin)**: 58.2 kJ/mol
**Lowest unoccupied orbital energy**: 1.05 eV
**DFT total energy**: -362.5601 Eh